Computed, not measured: a molecular structure, C35H30Cl2N3O5PRh, with the ωB97M-V functional and the def2-TZVPD basis.

Values from the calculation:
* net charge: +1
* lowest unoccupied orbital energy: -4.4767 eV
* frontier orbital gap: 5.009 eV
* DFT total energy: -3264.340368 hartree
* energy relative to the best compared isomer or geometry (same formula, charge and spin): 0.196 eV

Element x y z (Å)
Rh1 0.220 -0.435 -0.232
N1 -0.433 -2.389 -0.306
C1 -0.309 -2.942 1.059
C2 -0.345 -1.827 2.098
O1 -0.429 -2.002 3.277
O2 -0.246 -0.587 1.595
H1 -1.441 -2.248 -0.542
H2 -0.020 -3.000 -1.006
H3 0.657 -3.435 1.180
H4 -1.095 -3.661 1.282
O3 -0.400 2.369 0.081
N2 0.670 1.545 -0.118
C3 1.712 2.194 -0.483
C4 3.091 1.692 -0.537
C5 4.046 2.693 -0.732
C6 5.399 2.397 -0.729
C7 5.817 1.093 -0.517
C8 4.877 0.091 -0.317
C9 3.514 0.370 -0.334
P1 2.409 -1.036 -0.019
C10 2.924 -1.650 1.598
C11 2.527 -0.901 2.708
C12 2.920 -1.287 3.977
C13 3.709 -2.416 4.146
C14 4.123 -3.151 3.045
C15 3.738 -2.769 1.769
C16 2.825 -2.228 -1.314
C17 3.292 -1.766 -2.545
C18 3.480 -2.648 -3.599
C19 3.201 -3.995 -3.437
C20 2.730 -4.465 -2.218
C21 2.535 -3.589 -1.164
H5 -1.178 1.778 -0.120
H6 1.568 3.256 -0.654
H7 3.721 3.714 -0.879
H8 6.123 3.186 -0.883
H9 6.871 0.852 -0.501
H10 5.211 -0.925 -0.144
H11 1.887 -0.036 2.586
H12 2.598 -0.713 4.834
H13 4.003 -2.724 5.140
H14 4.749 -4.023 3.177
H15 4.093 -3.332 0.916
H16 3.522 -0.717 -2.683
H17 3.848 -2.279 -4.546
H18 3.352 -4.682 -4.258
H19 2.521 -5.519 -2.086
H20 2.183 -3.976 -0.217
Cl1 -4.294 -3.621 1.946
C22 -3.852 -2.757 3.390
C23 -3.550 -3.496 4.520
C24 -3.025 -2.872 5.637
C25 -2.783 -1.506 5.604
C26 -3.128 -0.781 4.484
Cl2 -2.795 0.930 4.461
C27 -3.720 -1.366 3.355
N3 -4.076 -0.585 2.273
C28 -5.223 -0.710 1.477
C29 -6.349 -1.387 1.933
C30 -7.453 -1.531 1.112
C31 -7.455 -0.992 -0.167
C32 -6.344 -0.289 -0.607
C33 -5.230 -0.125 0.202
C34 -4.017 0.608 -0.299
C35 -2.828 -0.306 -0.551
O4 -2.942 -1.506 -0.732
O5 -1.675 0.322 -0.592
H21 -3.693 -4.567 4.495
H22 -2.790 -3.446 6.522
H23 -2.339 -0.997 6.447
H24 -3.573 0.284 2.207
H25 -6.356 -1.798 2.935
H26 -8.317 -2.070 1.476
H27 -8.314 -1.111 -0.812
H28 -6.343 0.154 -1.595
H29 -3.684 1.397 0.379
H30 -4.248 1.111 -1.241

---

Computed, not measured: a molecular structure, C35H30FN7O14SSr, with the ωB97M-V functional and the def2-TZVPD basis.

Values from the calculation:
* net charge: -2
* lowest unoccupied orbital energy: 0.2553 eV
* frontier orbital gap: 3.060 eV
* DFT total energy: -3317.423262 hartree
* energy relative to the best compared isomer or geometry (same formula, charge and spin): 5.020 eV

Element x y z (Å)
Sr1 -0.519 -0.193 0.446
O1 -6.571 -1.364 4.578
C1 -5.402 -1.499 5.025
O2 -5.021 -1.809 6.191
C2 -4.270 -1.308 3.999
C3 -2.996 -1.810 4.255
C4 -1.992 -1.622 3.327
N1 -2.168 -0.959 2.164
C5 -3.407 -0.481 1.902
C6 -4.462 -0.641 2.794
C7 -3.609 0.236 0.549
O3 -4.711 0.731 0.322
O4 -2.563 0.230 -0.221
H1 -2.818 -2.329 5.188
H2 -0.992 -2.007 3.512
H3 -5.434 -0.247 2.535
F1 5.728 1.764 -3.666
C8 5.072 2.503 -2.744
C9 4.205 1.906 -1.888
C10 3.567 2.669 -0.938
C11 2.552 1.996 -0.088
O5 2.213 0.868 -0.383
C12 2.007 2.807 0.978
C13 2.341 4.108 1.051
N2 3.140 4.770 0.134
C14 3.277 6.210 0.201
C15 2.734 7.040 -0.927
C16 2.040 7.027 0.400
C17 3.813 4.040 -0.832
C18 4.701 4.636 -1.746
C19 5.306 3.876 -2.708
N3 6.171 4.496 -3.666
C20 6.045 4.031 -5.045
C21 6.612 5.083 -5.963
N4 8.071 5.273 -5.570
C22 8.204 5.704 -4.118
C23 7.558 4.643 -3.260
C24 1.055 2.186 1.980
O6 1.415 2.215 3.175
O7 0.020 1.700 1.457
H4 3.983 0.842 -1.946
H5 1.948 4.734 1.844
H6 4.185 6.560 0.678
H7 2.254 6.511 -1.742
H8 3.288 7.923 -1.217
H9 1.101 6.490 0.454
H10 2.105 7.893 1.042
H11 4.872 5.707 -1.743
H12 4.998 3.880 -5.293
H13 6.563 3.081 -5.222
H14 6.116 6.039 -5.821
H15 6.578 4.792 -7.010
H16 8.533 5.927 -6.191
H17 8.537 4.373 -5.673
H18 7.671 6.646 -4.024
H19 9.259 5.844 -3.901
H20 7.613 4.946 -2.219
H21 8.120 3.699 -3.363
O8 3.431 -4.823 2.323
C25 3.367 -3.858 3.207
O9 4.024 -3.892 4.231
C26 2.495 -2.659 2.940
C27 2.477 -1.615 3.830
N5 1.663 -0.676 3.346
N6 1.121 -1.017 2.171
C28 1.602 -2.234 1.895
C29 1.150 -2.889 0.583
O10 1.608 -4.025 0.325
O11 0.362 -2.225 -0.142
H22 2.838 -4.640 1.497
H23 3.006 -1.505 4.766
H24 1.489 0.270 3.670
N7 0.046 0.383 -2.191
C30 -0.321 0.914 -3.460
C31 -0.424 2.299 -3.583
C32 -0.558 2.889 -4.827
C33 -0.609 2.106 -5.981
C34 -0.605 0.718 -5.850
C35 -0.465 0.125 -4.594
S1 -0.499 2.893 -7.581
O12 -0.755 1.822 -8.529
O13 0.868 3.406 -7.620
O14 -1.507 3.939 -7.550
H25 0.314 -0.591 -2.260
H26 0.800 0.915 -1.795
H27 -0.361 2.910 -2.685
H28 -0.603 3.971 -4.924
H29 -0.663 0.113 -6.750
H30 -0.410 -0.958 -4.500

---

Computed, not measured: a molecular structure, C35H30N8O5STc, with the ωB97M-V functional and the def2-TZVPD basis.

Values from the calculation:
* multiplicity: 4
* net charge: +2
* lowest unoccupied orbital energy (alpha / beta): -5.5517 / -7.1152 eV
* frontier orbital gap (alpha / beta): 7.569 / 6.235 eV
* DFT total energy: -2644.585325 hartree
* energy relative to the best compared isomer or geometry (same formula, charge and spin): 0.000 eV
* <S²>: 3.794

Element x y z (Å)
Tc1 0.016 0.031 0.362
O1 -1.020 -3.518 2.075
C1 -0.513 -2.459 1.754
N1 -0.791 -1.728 0.655
C2 -1.800 -2.230 -0.231
C3 -1.830 -1.363 -1.445
C4 -2.482 -1.761 -2.607
C5 -2.374 -0.985 -3.746
C6 -1.613 0.178 -3.687
C7 -1.019 0.519 -2.489
N2 -1.132 -0.220 -1.386
C8 0.537 -1.775 2.584
C9 0.956 -2.319 3.788
C10 1.921 -1.655 4.527
C11 2.423 -0.460 4.027
C12 1.944 0.025 2.821
N3 1.015 -0.613 2.111
H1 -2.772 -2.248 0.283
H2 -1.564 -3.261 -0.522
H3 -3.022 -2.694 -2.614
H4 -2.843 -1.289 -4.671
H5 -1.466 0.794 -4.559
H6 -0.419 1.415 -2.409
H7 0.519 -3.251 4.110
H8 2.272 -2.054 5.466
H9 3.173 0.095 4.566
H10 2.314 0.956 2.411
O2 0.481 -2.373 -1.726
S1 1.775 -1.762 -1.801
O3 2.250 -1.361 -3.086
N4 1.609 -0.337 -0.847
C13 2.444 0.710 -1.079
C14 3.623 0.722 -1.827
C15 4.348 1.904 -1.995
C16 3.957 3.093 -1.424
C17 2.783 3.136 -0.645
C18 2.296 4.299 -0.012
C19 1.134 4.225 0.722
C20 0.455 3.012 0.810
N5 0.879 1.901 0.223
C21 2.033 1.945 -0.485
C22 2.919 -2.831 -0.953
C23 2.403 -3.668 0.021
C24 3.231 -4.613 0.604
C25 4.559 -4.706 0.212
C26 5.064 -3.856 -0.761
C27 4.237 -2.915 -1.354
H11 3.957 -0.177 -2.313
H12 5.242 1.874 -2.597
H13 4.532 3.995 -1.574
H14 2.841 5.224 -0.105
H15 0.737 5.093 1.224
H16 -0.459 2.920 1.377
H17 1.359 -3.606 0.276
H18 2.829 -5.297 1.336
H19 5.197 -5.457 0.650
H20 6.090 -3.943 -1.083
H21 4.597 -2.289 -2.154
N6 -4.315 0.437 3.757
C28 -3.099 1.218 3.492
C29 -2.417 0.442 2.309
O4 -3.078 -0.531 1.925
O5 -1.328 0.859 1.889
H22 -4.336 -0.003 4.676
H23 -4.150 -0.332 2.941
H24 -5.185 0.949 3.611
H25 -2.426 1.257 4.347
H26 -3.316 2.239 3.181
N7 -5.837 3.431 -4.530
C30 -5.189 3.141 -3.634
C31 -4.361 2.771 -2.542
C32 -3.304 3.592 -2.149
C33 -2.499 3.157 -1.111
N8 -2.691 2.015 -0.469
C34 -3.713 1.250 -0.827
C35 -4.576 1.571 -1.861
H27 -3.133 4.536 -2.640
H28 -1.663 3.757 -0.777
H29 -3.829 0.334 -0.264
H30 -5.391 0.921 -2.133